1.
Here is a cluster of 3 separate species, C39H53ClNO12PS in total in a non-equilibrium geometry from the Open Molecules 2025 dataset. Energies are from the ωB97M-V functional and the def2-TZVPD basis.

Structure (XYZ):
```
108
C39H53ClNO12PS | the Open Molecules 2025 dataset | the ωB97M-V functional and the def2-TZVPD basis
C 2.583 1.746 2.923
C 1.780 2.584 1.935
O 1.066 3.554 2.709
C 2.729 3.206 0.911
O 2.259 3.244 -0.443
C 1.705 2.107 -0.987
C 0.343 2.242 -1.304
C -0.303 3.601 -1.139
C -0.240 4.392 0.166
C -1.115 3.881 1.299
S -1.245 5.221 2.527
C -0.341 1.151 -1.867
C -1.799 1.206 -2.259
C -2.744 0.184 -1.559
C -2.219 -0.487 -0.295
C -1.941 0.534 0.835
C -3.003 0.537 1.949
N -4.048 1.558 1.799
C 0.379 -0.038 -2.116
C 1.748 -0.159 -1.823
C 2.446 0.938 -1.257
P 4.274 1.015 -0.894
O 4.925 0.754 -2.352
Cl 4.557 -0.775 0.146
C 2.394 -1.468 -2.178
O 3.494 -1.524 -2.663
C 1.560 -2.684 -1.969
C 0.202 -2.536 -2.268
C -0.670 -3.608 -2.129
C -0.162 -4.827 -1.702
C 1.202 -5.013 -1.424
C 1.687 -6.385 -1.017
C 0.684 -7.210 -0.222
O 0.194 -6.522 0.920
C 2.087 -3.919 -1.553
C 3.552 -4.104 -1.267
C 4.281 -4.771 -2.439
C 5.590 -5.488 -2.051
C 6.225 -4.893 -0.823
O 6.907 -3.924 -0.837
O 5.907 -5.523 0.364
C -0.256 -1.221 -2.771
O -1.043 -1.152 -3.681
H 3.003 0.876 2.422
H 3.434 2.334 3.274
H 1.971 1.460 3.772
H 1.044 1.916 1.476
H 1.177 4.432 2.333
H 3.701 2.734 0.988
H 2.898 4.250 1.182
H 0.198 4.238 -1.874
H -1.341 3.574 -1.439
H -0.618 5.388 -0.081
H 0.775 4.549 0.517
H -0.733 2.988 1.783
H -2.122 3.708 0.924
H -1.567 4.486 3.595
H -2.222 2.191 -2.158
H -1.835 0.986 -3.323
H -3.659 0.716 -1.302
H -3.038 -0.569 -2.287
H -1.363 -1.136 -0.469
H -3.018 -1.144 0.057
H -1.986 1.519 0.371
H -0.953 0.357 1.255
H -2.483 0.728 2.888
H -3.462 -0.449 2.031
H -3.959 2.273 2.506
H -3.992 2.031 0.906
H 4.248 0.563 -3.011
H -1.721 -3.488 -2.351
H -0.828 -5.673 -1.606
H 1.882 -6.932 -1.947
H 2.631 -6.347 -0.483
H -0.128 -7.576 -0.852
H 1.191 -8.096 0.156
H -0.615 -6.062 0.684
H 3.663 -4.699 -0.362
H 4.022 -3.151 -1.057
H 3.608 -5.495 -2.898
H 4.490 -4.032 -3.208
H 6.316 -5.379 -2.853
H 5.433 -6.555 -1.904
H 6.457 -6.305 0.483
O -4.529 2.451 -3.253
C -5.354 1.662 -3.609
C -5.964 1.506 -4.989
C -7.195 0.641 -4.717
C -6.751 -0.152 -3.493
O -5.864 0.725 -2.778
H -5.236 1.001 -5.627
H -6.201 2.478 -5.409
H -7.493 0.009 -5.550
H -8.041 1.278 -4.457
H -6.197 -1.054 -3.761
H -7.571 -0.426 -2.834
O -1.971 3.044 8.265
C -1.104 3.490 7.574
C 0.257 4.011 8.001
C 0.720 4.791 6.771
C 0.011 4.048 5.645
O -1.217 3.571 6.228
H 0.899 3.155 8.213
H 0.163 4.623 8.893
H 1.800 4.828 6.642
H 0.352 5.817 6.828
H 0.581 3.190 5.288
H -0.227 4.680 4.794
```

Properties
Max |F| (eV/Å): 1.2
SMILES: C[C@@H](O)COc1c(CCCS)c(CCCCCN)c2c(c1P(O)Cl)C(=O)c1c(ccc(CCO)c1CCCC(=O)O)C2=O.O=C1CCCO1.O=C1CCCO1
E (Eh): -3675.30898
Kohn-Sham gap (eV): 8.3

Results of the Löwdin charge analysis, in e, for atoms 1 through 5: -0.0259, -0.3809, -0.1430, -0.1437, -0.0875



2.
Here is a structure of composition C39H53N5O5S2SiW in a non-equilibrium geometry from the Open Molecules 2025 dataset. Energies are from the ωB97M-V functional and the def2-TZVPD basis.

Structure (XYZ):
```
106
C39H53N5O5S2SiW | the Open Molecules 2025 dataset | the ωB97M-V functional and the def2-TZVPD basis
W 0.517 -0.234 -0.081
C -0.444 0.559 2.816
N 0.394 -0.464 2.145
C 1.766 -0.375 2.713
C -0.237 -1.782 2.348
C -0.248 -2.376 3.596
C -0.876 -3.596 3.793
C -1.461 -4.235 2.712
C -1.447 -3.657 1.455
C -0.881 -2.395 1.251
N -0.823 -1.720 0.031
C -1.614 -1.979 -1.088
C -2.824 -2.680 -1.133
C -3.529 -2.819 -2.316
C -3.067 -2.251 -3.491
C -1.884 -1.534 -3.466
C -1.175 -1.392 -2.288
N 0.092 -0.651 -2.259
C -0.058 0.695 -2.867
C 1.090 -1.419 -3.053
H -0.470 0.374 3.893
H -1.460 0.512 2.435
H -0.033 1.549 2.631
H 1.735 -0.300 3.804
H 2.262 0.509 2.309
H 2.339 -1.256 2.442
H 0.250 -1.896 4.429
H -0.886 -4.048 4.775
H -1.922 -5.206 2.840
H -1.814 -4.212 0.607
H -3.243 -3.098 -0.233
H -4.453 -3.382 -2.314
H -3.623 -2.357 -4.413
H -1.513 -1.081 -4.377
H -0.177 0.633 -3.951
H 0.837 1.279 -2.653
H -0.933 1.191 -2.455
H 0.801 -1.422 -4.107
H 1.125 -2.445 -2.702
H 2.066 -0.956 -2.945
O 0.161 3.823 -0.144
C -0.191 2.673 -0.079
O 0.576 1.665 0.231
C -1.614 2.262 -0.274
C -2.550 3.206 -0.724
C -3.853 2.831 -0.840
C -4.235 1.559 -0.360
C -5.588 1.176 -0.290
C -5.949 0.006 0.320
C -4.961 -0.805 0.900
C -3.634 -0.479 0.806
C -3.223 0.689 0.133
N -1.895 1.011 0.049
H -2.189 4.194 -0.974
H -4.608 3.506 -1.224
H -6.339 1.848 -0.689
H -6.992 -0.277 0.383
H -5.250 -1.701 1.436
H -2.895 -1.099 1.290
C 7.419 -1.507 -1.253
C 5.958 -1.916 -1.075
C 5.862 -3.325 -0.499
C 5.222 -1.836 -2.410
O 5.362 -1.048 -0.106
Si 4.678 0.422 -0.171
S 2.746 0.491 -1.005
O 4.529 0.922 1.377
C 5.504 0.913 2.436
C 5.084 2.014 3.402
C 6.910 1.194 1.907
C 5.459 -0.451 3.126
O 5.652 1.337 -1.105
C 5.559 2.644 -1.684
C 6.999 3.119 -1.858
C 4.881 2.546 -3.050
C 4.793 3.596 -0.769
H 7.905 -2.157 -1.983
H 7.951 -1.588 -0.303
H 7.471 -0.474 -1.599
H 6.320 -4.044 -1.180
H 4.816 -3.590 -0.349
H 6.376 -3.371 0.463
H 5.668 -2.531 -3.123
H 5.281 -0.822 -2.811
H 4.172 -2.095 -2.267
H 5.119 2.983 2.903
H 5.754 2.034 4.262
H 4.064 1.842 3.750
H 6.923 2.142 1.367
H 7.223 0.405 1.223
H 7.620 1.249 2.734
H 4.463 -0.629 3.537
H 6.191 -0.497 3.934
H 5.676 -1.229 2.397
H 7.541 2.433 -2.511
H 7.503 3.149 -0.891
H 7.019 4.117 -2.299
H 5.430 1.851 -3.689
H 4.856 3.525 -3.529
H 3.863 2.179 -2.930
H 5.290 3.669 0.200
H 3.776 3.235 -0.610
H 4.747 4.590 -1.216
S 2.043 -2.363 0.112
C 1.144 -3.601 -0.544
N 0.553 -4.469 -1.035
```

Properties
Max |F| (eV/Å): 2.9
Spin multiplicity: 3
E (Eh): -3321.13917
Kohn-Sham gap (alpha / beta) (eV): 6.6 / 6.5

Results of the Löwdin charge analysis, in e, for atoms 1 through 5: 1.4006, -0.0475, -0.3010, -0.0999, -0.2251